# C24H25ClN2OPRhSe

A structure of composition C24H25ClN2OPRhSe at a distorted geometry (ωB97M-V/def2-TZVPD, the OMol25 dataset).

Each line ends with the Löwdin spin population.
Cartesian coordinates (Å):
Rh (-0.305007, 1.264939, -0.060510)  1.55
Cl (0.370319, 2.089125, -2.234462)  0.29
C (-1.334898, 0.466725, 1.196631)  0.12
O (-2.093846, -0.012755, 1.951635)  0.01
P (1.014922, -0.516499, -0.027399)  0.13
C (2.532582, -0.210467, 0.956166)  0.03
C (0.485498, -2.119448, 0.686381)  0.01
C (1.523917, -0.985391, -1.714931)  0.20
C (0.372602, -3.284056, -0.089771)  0.02
C (0.076123, -4.507869, 0.518913)  0.00
C (-0.146419, -4.581117, 1.895684)  0.01
C (-0.064071, -3.416890, 2.664533)  0.00
C (0.249172, -2.191912, 2.068944)  0.01
H (0.527872, -3.242904, -1.167521)  0.01
H (0.024344, -5.405482, -0.093851)  0.00
H (-0.377042, -5.539163, 2.366912)  0.00
H (-0.244949, -3.457801, 3.737453)  0.00
H (0.324690, -1.298487, 2.690804)  0.00
C (2.882466, 1.117696, 1.208486)  0.01
C (4.061749, 1.430321, 1.887236)  0.00
C (4.884393, 0.413385, 2.372789)  0.00
C (4.517917, -0.923405, 2.176049)  0.00
C (3.349549, -1.239483, 1.469451)  0.01
H (2.226718, 1.916854, 0.877398)  0.01
H (4.331573, 2.475319, 2.032783)  0.00
H (5.809512, 0.658758, 2.903709)  0.00
H (5.144376, -1.725916, 2.570021)  0.00
H (3.078473, -2.290681, 1.333732)  0.00
C (2.861587, -1.241610, -2.037583)  0.01
C (3.196791, -1.612809, -3.344355)  0.22
C (2.218368, -1.690421, -4.336047)  0.15
C (0.888044, -1.404670, -4.015510)  0.01
C (0.535304, -1.078677, -2.707028)  0.25
H (3.630343, -1.149230, -1.271227)  0.00
H (4.235394, -1.837631, -3.582127)  0.01
H (2.483650, -1.974442, -5.356499)  0.00
H (0.113330, -1.434651, -4.778801)  0.00
H (-0.501213, -0.842308, -2.465328)  0.00
H (1.352313, 3.452744, 0.269959)  0.02
H (0.818807, 3.020860, -0.109534)  0.02
C (-4.303830, 2.535208, 2.450280)  0.01
N (-4.384488, 2.566677, 1.002712)  0.04
C (-5.517124, 2.304153, 0.252160)  0.04
C (-5.171309, 2.430448, -1.054979)  0.04
N (-3.824336, 2.753740, -1.089778)  0.04
C (-3.083959, 2.996114, -2.309926)  0.01
C (-3.339198, 2.873154, 0.183308)  0.05
Se (-1.656158, 3.358842, 0.763230)  0.66
H (-3.830221, 3.443387, 2.832222)  0.00
H (-3.740260, 1.665390, 2.797902)  0.00
H (-5.326745, 2.451244, 2.818921)  0.00
H (-6.448497, 2.067557, 0.727414)  0.00
H (-5.745832, 2.318930, -1.955625)  0.00
H (-3.140157, 2.111034, -2.951492)  0.00
H (-3.508090, 3.857925, -2.842319)  0.00
H (-2.035049, 3.175646, -2.067213)  0.01

Forces on atoms 1 to 2 (eV/Å):
0.484 1.778 -2.603
-0.117 -0.753 -0.432

E = -4427.12512 a.u.
LUMO level (spin up / spin down) = -5.776 / -10.165 eV
Multiplicity = 5
Total charge = +2